Entry 1:
Here is a single C5H7N3S molecule in a non-equilibrium geometry from the Open Molecules 2025 dataset. Energies are from the ωB97M-V functional and the def2-TZVPD basis.

```
16
Properties=species:S:1:pos:R:3:forces:R:3:lowdin_charge:R:1
C 2.008 -1.824 0.609 0.358 -1.043 0.039 -0.22
C 0.087 -0.979 -0.495 -0.468 -0.850 -1.986 -0.28
C 3.045 0.218 -0.354 -0.162 -1.382 1.437 -0.78
C -2.494 0.985 0.677 1.244 4.116 -4.947 -0.05
C -1.368 0.952 -0.389 2.873 -1.597 0.059 -0.24
N 2.864 -0.878 0.120 0.970 1.807 -0.723 0.08
N 0.819 -1.932 0.221 -0.285 -0.765 0.522 0.08
N -0.304 0.042 0.118 -0.533 -0.275 0.256 0.02
S 3.471 1.662 -0.742 -0.005 0.352 -0.503 0.73
H 2.512 -2.565 1.304 -0.910 0.876 -0.956 0.14
H -0.198 -1.359 -1.622 0.413 1.038 2.583 0.17
H -2.899 0.079 0.682 -2.093 -3.566 0.478 0.03
H -2.189 1.378 1.565 1.255 0.489 2.548 0.04
H -3.130 1.784 0.253 -0.626 -0.689 0.336 0.09
H -1.492 0.621 -1.446 -1.347 0.247 0.619 0.11
H -0.733 1.817 -0.500 -0.685 1.241 0.239 0.09
```
Positions in Å, forces in eV/Å.

Output
2S+1 = 1
Charge = 0
HOMO energy = -0.344 hartree
E = -757.08896 Ha
SMILES = CC/N=C/N=C\N=C=S

---

Entry 2:
Here is 2 unconnected molecules or ions with the total composition C5H7N5O2 in a non-equilibrium geometry from the Open Molecules 2025 dataset. Energies are from the ωB97M-V functional and the def2-TZVPD basis.

```
19
Properties=species:S:1:pos:R:3:forces:R:3:lowdin_charge:R:1
C -0.657 2.443 -2.085 -0.133 -0.134 -0.225 -0.36
C -1.924 1.752 -2.441 -1.055 -0.566 -0.346 -0.14
C -0.450 2.361 -0.624 0.406 0.038 2.623 -0.11
C 0.401 -1.594 0.397 0.031 -0.106 0.134 -0.19
C 1.294 -1.572 3.166 0.168 -0.862 0.175 -0.06
H -1.326 4.259 -2.154 -0.280 0.250 0.124 0.11
H 0.168 1.914 -2.571 -0.066 0.012 0.034 0.16
H 0.529 -4.493 -0.166 0.019 -0.062 0.054 0.08
H 0.044 -1.294 -0.596 0.078 -0.111 0.219 0.13
H 0.350 0.382 0.887 0.150 -0.583 0.459 0.05
H 1.619 -1.448 4.204 -0.132 -0.001 -0.393 0.06
H 1.259 -2.581 2.721 0.013 0.659 0.296 0.05
N -2.920 1.246 -2.741 1.204 0.601 0.374 0.19
N -0.277 2.339 0.531 -0.405 0.087 -2.622 0.20
N 0.621 -2.824 0.674 -0.002 0.478 0.100 -0.04
N 0.567 -0.541 1.260 -0.097 0.287 -0.381 -0.05
N 0.984 -0.505 2.554 -0.091 0.220 -0.204 -0.03
O -0.619 3.756 -2.558 0.282 -0.142 -0.107 0.03
O 0.337 -3.600 -0.459 -0.089 -0.065 -0.314 -0.08
```
Positions in Å, forces in eV/Å.

Output
2S+1 = 1
Charge = 0
HOMO energy = -0.309 hartree
E = -618.83070 Ha
SMILES = C=NN/C=N/O.N#CC(O)C#N

---

Entry 3:
Here is a single C5H7NO molecule in a non-equilibrium geometry from the Open Molecules 2025 dataset. Energies are from the ωB97M-V functional and the def2-TZVPD basis.

```
14
Properties=species:S:1:pos:R:3:forces:R:3:lowdin_charge:R:1
C 0.339 0.992 0.977 5.180 0.771 3.806 -0.32
C 0.433 1.044 -0.593 -2.801 -3.557 2.898 -0.12
C 0.901 -0.467 -0.753 2.103 -0.339 1.896 -0.13
C -0.337 -1.068 0.287 -0.617 -0.786 -4.337 -0.10
C -0.923 0.244 0.886 0.196 -0.970 -0.808 -0.28
H 0.913 1.637 -1.281 0.677 2.164 -1.009 0.09
H 2.028 -0.668 -0.187 -3.227 0.963 -1.432 0.16
H 1.169 -0.764 -1.869 -1.564 0.066 2.339 0.12
H -1.205 -1.142 -0.685 2.197 -1.741 3.191 0.15
H -0.145 -1.991 0.976 -0.328 1.796 -1.586 0.13
H -1.528 -0.106 1.774 -0.005 1.448 -1.182 0.16
H -1.563 0.150 -1.019 0.120 2.493 0.338 0.06
N -1.271 1.022 -0.446 2.063 -2.296 0.387 0.05
O 1.189 1.116 1.933 -3.995 -0.011 -4.501 0.03
```
Positions in Å, forces in eV/Å.

Output
2S+1 = 1
Charge = 0
HOMO energy = -0.358 hartree
E = -324.51574 Ha
SMILES = O=C1[C@@H]2CC[C@H]1N2

---

Entry 4:
Here is a single C5H7NO molecule in a non-equilibrium geometry from the Open Molecules 2025 dataset. Energies are from the ωB97M-V functional and the def2-TZVPD basis.

```
14
Properties=species:S:1:pos:R:3:forces:R:3:lowdin_charge:R:1
C -0.968 -1.289 0.211 0.037 -0.080 0.015 -0.06
C -0.584 0.197 0.211 0.006 0.041 0.061 -0.35
C 0.767 0.544 -0.456 0.056 0.144 -0.085 -0.13
C 2.005 0.275 0.375 0.010 0.259 0.125 -0.25
O 2.438 1.150 1.087 0.007 -0.670 -0.110 0.06
C -1.624 0.966 -0.497 -0.695 0.494 -0.457 -0.21
N -2.422 1.559 -1.087 0.742 -0.578 0.574 0.16
H -1.965 -1.418 0.644 0.186 0.011 -0.061 0.09
H -0.262 -1.877 0.804 -0.042 0.108 -0.094 0.08
H -0.990 -1.686 -0.809 0.035 0.084 0.154 0.09
H -0.553 0.570 1.242 -0.062 -0.030 -0.125 0.15
H 0.818 0.085 -1.450 0.066 0.001 0.185 0.13
H 0.809 1.629 -0.552 -0.172 0.019 -0.289 0.12
H 2.531 -0.702 0.279 -0.175 0.198 0.106 0.13
```
Positions in Å, forces in eV/Å.

Output
2S+1 = 1
Charge = 0
HOMO energy = -0.384 hartree
E = -324.68982 Ha
SMILES = C[C@H](C#N)CC=O

---

Calculated frontier orbital gap (eV), listed in the same order as above: 9.5; 8.3; 10.4; 10.9
Calculated energy above the lowest of the compared OMol25 structures with the same formula, charge and spin (eV), listed in the same order as above: 1.538; 5.586; 5.680; 0.943